1 | Density functional theory data (ωB97M-V/def2-TZVPD) for a cluster of 2 separate species, C6H7NO in total.

XYZ file:
```
15
C6H7NO ωB97M-V/def2-TZVPD
H 2.25 0.58 -1.37
C -0.40 1.07 0.37
C 0.79 1.62 -0.02
C 1.71 0.43 -0.41
O 0.95 -0.70 -0.18
H 1.11 2.62 0.20
C -1.05 -1.44 1.03
H -0.45 -2.31 0.86
H -2.07 -1.62 0.58
H -1.28 1.61 0.72
C -0.33 -0.35 0.26
N -1.34 -0.58 -2.74
H 2.51 0.33 0.32
H -1.04 -1.06 2.03
C -1.36 -0.21 -1.66
```

- Spin multiplicity: 1
- Orbital gap (spin up / spin down): 8.802 / 8.801 eV

=====

2 | Density functional theory data (ωB97M-V/def2-TZVPD) for the molecule C6H7NO.

XYZ file:
```
15
C6H7NO ωB97M-V/def2-TZVPD
C 0.75 0.86 -1.46
O 1.12 1.23 -2.54
N -1.79 -0.69 0.82
C 0.27 0.78 0.80
H 0.22 -2.46 -0.24
H -0.05 -1.05 1.86
H 1.83 -1.09 -1.65
C 0.31 -1.38 -0.20
H 0.27 2.66 -0.31
C 0.29 1.58 -0.32
H 0.36 1.27 1.77
H -2.23 -0.18 1.58
H -2.12 -0.29 -0.05
C -0.34 -0.61 0.90
C 1.12 -0.64 -0.96
```

- Spin multiplicity: 1
- Orbital gap: 9.100 eV
- SMILES: NC1C=CC(=O)C=C1

=====

3 | Density functional theory data (ωB97M-V/def2-TZVPD) for the molecule C6H7NO.

XYZ file:
```
15
C6H7NO ωB97M-V/def2-TZVPD
H -2.68 -1.10 -0.26
C -1.52 0.40 0.32
C -0.78 -0.93 0.56
C -0.52 1.56 -0.14
H -2.58 0.69 0.91
H -0.93 -1.62 1.30
H -0.68 2.77 -0.45
C 1.43 0.11 0.33
C 0.82 1.34 -0.08
H 0.27 -0.71 -1.31
C 0.62 -0.80 -0.20
H 1.65 0.25 1.49
N -1.85 -0.76 -0.61
H 1.48 2.18 -0.30
O 2.01 -0.90 -0.23
```

- Spin multiplicity: 1
- Orbital gap: 9.913 eV
- SMILES: C1=C[C@H]2N[C@H]2[C@@H]2O[C@@H]12

=====

4 | Density functional theory data (ωB97M-V/def2-TZVPD) for the molecule C6H7NO.

XYZ file:
```
15
C6H7NO ωB97M-V/def2-TZVPD
H -1.11 -0.74 2.07
O 0.61 0.63 0.42
H 0.52 0.97 2.47
C -0.80 -1.18 1.14
C 0.03 -0.59 0.28
H 0.69 -1.01 -3.09
C 0.09 0.83 -2.22
H -0.87 1.59 1.52
H 0.74 2.37 1.39
H -1.18 -2.17 0.93
C 0.38 -1.22 -0.99
C 0.22 1.43 1.52
N -0.29 1.91 -2.31
C 0.44 -0.53 -2.14
H 0.53 -2.29 -0.98
```

- Spin multiplicity: 1
- Orbital gap: 9.335 eV
- SMILES: C=C(/C=C\C#N)OC

=====

Which structure loses on stability? 3 does.

=====

1 | Density functional theory data (ωB97M-V/def2-TZVPD) for a structure of composition C5H11NO2.

XYZ file:
```
19
C5H11NO2 ωB97M-V/def2-TZVPD
H 1.38 -1.80 1.99
H -2.63 0.30 -0.02
H 1.56 1.11 2.24
C -0.60 0.21 -1.92
H 1.87 0.22 -0.34
C -0.52 0.39 -0.43
C 1.35 -0.73 1.78
C 1.21 -0.65 -0.18
H -1.61 0.01 1.40
O 1.29 -1.75 -0.70
H 0.28 2.15 -0.65
H -0.57 -0.85 -2.17
H -1.77 -1.25 0.15
H -1.53 0.64 -2.31
N 1.65 0.16 2.61
O -0.27 1.70 0.00
H 0.24 0.69 -2.43
H 0.38 -0.36 0.64
C -1.70 -0.18 0.33
```

- Spin multiplicity: 1
- Orbital gap: 8.367 eV

=====

2 | Density functional theory data (ωB97M-V/def2-TZVPD) for the molecule C5H11NO2.

XYZ file:
```
19
C5H11NO2 ωB97M-V/def2-TZVPD
H -0.39 2.29 1.79
O -0.31 -1.03 1.93
C -0.74 1.32 2.13
H -0.58 0.45 -0.63
C -0.28 -0.58 -1.30
O 1.51 0.42 1.85
H -1.74 1.12 1.75
N 0.58 0.46 0.19
H 1.13 -1.61 0.04
C -0.27 -0.14 -2.74
H 1.91 -0.49 -1.16
H 0.36 0.74 -2.86
C 0.23 0.25 1.66
H -0.76 1.31 3.22
H -1.27 0.09 -3.10
H 0.15 -0.94 -3.36
H -0.99 -1.35 -1.00
C 1.03 -0.71 -0.57
H 0.44 -1.59 2.18
```

- Spin multiplicity: 1
- Orbital gap (spin up / spin down): 9.811 / 9.813 eV

=====

Which structure loses on stability? 1 does.

=====

1 | Density functional theory data (ωB97M-V/def2-TZVPD) for the molecule C5H11NO2.

XYZ file:
```
19
C5H11NO2 ωB97M-V/def2-TZVPD
H -1.49 -1.59 1.40
C 1.97 -0.83 0.09
O -1.66 1.55 0.42
H -1.36 2.10 -0.32
C -0.12 0.52 -1.92
C -1.73 -0.53 1.47
O 3.04 -0.65 0.63
H -0.79 0.11 -2.67
C -0.30 -0.23 -0.59
H 1.75 -1.65 -0.62
H 0.90 0.76 0.85
H 0.90 0.41 -2.30
H -0.95 -0.16 2.14
H -2.72 -0.34 1.85
N 0.86 -0.08 0.29
H -2.42 -0.10 -0.52
H -0.42 -1.29 -0.84
H -0.26 1.59 -1.77
C -1.57 0.14 0.14
```

- Spin multiplicity: 1
- Orbital gap: 10.511 eV
- SMILES: C[C@@H](O)[C@@H](C)NC=O

=====

2 | Density functional theory data (ωB97M-V/def2-TZVPD) for a cluster of 2 separate species, C5H11NO2 in total.

XYZ file:
```
19
C5H11NO2 ωB97M-V/def2-TZVPD
H -1.33 -1.64 -2.65
N -0.96 0.13 -1.44
H -1.24 1.16 -1.50
H -1.04 1.18 1.09
C -0.19 -0.71 2.82
H 0.33 -1.21 3.62
C -1.58 -0.57 -2.56
H 2.93 0.52 -0.68
O -2.13 0.20 -3.35
H 1.55 0.25 2.24
H -1.05 -1.23 0.15
H 0.56 1.60 0.54
H 0.63 -0.95 -0.51
H -1.22 -0.94 2.67
H 1.85 0.85 -1.59
C 0.55 0.03 2.00
C -0.06 0.66 0.80
C -0.31 -0.42 -0.28
O 2.72 1.09 -1.36
```

- Spin multiplicity: 1
- Orbital gap: 10.366 eV
- SMILES: C=CCCNC=O.O

=====

Which structure loses on stability? 2 does.

=====

1 | Density functional theory data (ωB97M-V/def2-TZVPD) for a cluster of 3 separate species, C5H11NO2 in total.

XYZ file:
```
19
C5H11NO2 ωB97M-V/def2-TZVPD
H -2.01 1.28 0.59
H 0.74 -1.82 1.41
H -1.30 2.91 0.42
H -1.15 -2.44 0.15
H 0.62 1.63 0.87
H -0.16 -2.47 -1.45
O 2.53 0.32 -0.34
H 2.34 0.77 -2.27
O -1.54 -0.51 1.65
C 1.91 0.76 -1.27
C 0.01 1.32 0.03
H 1.77 -1.75 -0.15
H -0.12 0.10 0.16
C -0.20 -2.35 -0.38
C -1.37 1.91 -0.02
H -1.68 1.99 -1.06
H -1.85 -0.88 2.48
N 0.61 1.24 -1.19
C 0.85 -2.02 0.36
```

- Spin multiplicity: 1
- Orbital gap: 4.703 eV

=====

2 | Density functional theory data (ωB97M-V/def2-TZVPD) for a structure of composition C5H11NO2.

XYZ file:
```
19
C5H11NO2 ωB97M-V/def2-TZVPD
H -1.12 1.53 -2.28
O -0.92 -3.39 1.19
C 0.05 0.11 0.77
N -0.58 -1.19 0.56
H 2.03 1.53 -0.16
C 1.29 1.40 -1.01
C -0.92 0.63 -1.58
C -0.02 1.12 -0.48
H -0.14 -0.78 2.87
H -0.35 1.86 0.00
H 1.21 2.24 -1.59
C -0.64 -2.29 1.56
H 1.85 0.53 -1.54
H -1.88 0.24 -1.18
H -0.16 0.49 1.65
O -0.33 -1.92 2.80
H -0.22 -1.57 -0.66
H -0.45 -0.41 -1.99
H 1.31 -0.14 1.08
```

- Spin multiplicity: 1
- Orbital gap: 9.630 eV

=====

3 | Density functional theory data (ωB97M-V/def2-TZVPD) for a structure of composition C5H11NO2.

XYZ file:
```
19
C5H11NO2 ωB97M-V/def2-TZVPD
H -0.31 1.95 -1.72
C 1.54 -1.07 1.31
O -1.83 -1.03 -1.00
H -2.93 0.88 0.02
C 0.07 0.33 -0.33
C -1.21 -0.24 0.00
H 0.79 -0.94 2.08
C 1.01 -0.69 -0.06
H -1.84 1.27 1.22
O 2.04 -0.90 -0.96
H 1.86 -2.12 1.32
H 2.42 -0.46 1.54
H 1.37 1.79 -1.21
H -2.51 -1.55 -0.55
C 0.33 1.70 -0.87
N -2.20 0.54 0.63
H -0.47 -1.26 0.52
H 0.17 2.48 -0.11
H 1.71 -0.68 -1.84
```

- Spin multiplicity: 1
- Orbital gap: 8.707 eV

=====

Which structure loses on stability? 1 does.

=====

1 | Density functional theory data (ωB97M-V/def2-TZVPD) for a cluster of 2 separate species, C5H11NO2 in total.

XYZ file:
```
19
C5H11NO2 ωB97M-V/def2-TZVPD
O -2.59 1.03 0.46
H 2.28 -0.71 -1.55
H -1.93 -2.18 0.23
C 1.48 -0.54 1.07
H 1.43 0.09 2.06
N -2.19 -0.21 -0.07
H -2.15 1.71 -0.08
C 1.16 1.60 -0.01
H 1.04 -1.75 -1.15
H 1.74 -1.61 1.23
H 2.32 1.94 -0.17
C 1.18 0.11 -0.02
H -2.61 -0.96 1.66
H 0.80 1.85 0.92
C 1.21 -0.73 -1.33
H 0.48 2.04 -0.69
C -2.18 -1.19 0.74
O -1.89 -0.11 -1.23
H 0.43 -0.38 -2.06
```

- Spin multiplicity: 1
- Orbital gap: 9.814 eV
- SMILES: C=[N+]([O-])O.C=C(C)C

=====

2 | Density functional theory data (ωB97M-V/def2-TZVPD) for a structure of composition C5H11NO2.

XYZ file:
```
19
C5H11NO2 ωB97M-V/def2-TZVPD
H 0.78 1.15 -1.97
H -1.22 1.95 -0.35
H 0.70 0.82 1.40
H 1.41 -0.45 -2.37
C 0.15 -0.27 -0.66
O -2.35 0.76 1.58
C -1.28 0.16 1.40
N -0.35 2.04 0.09
H 2.27 0.55 -0.98
C 0.52 -1.71 -0.22
C 1.33 0.34 -1.49
H -0.83 -0.37 -1.52
H -1.88 -1.18 2.79
H 1.42 -1.62 0.37
H 1.16 -2.32 -1.29
O -1.12 -0.97 2.00
H -0.13 2.75 0.71
C -0.20 0.71 0.52
H -0.40 -2.34 -0.02
```

- Spin multiplicity: 1
- Orbital gap: 10.028 eV

=====

3 | Density functional theory data (ωB97M-V/def2-TZVPD) for a structure of composition C5H11NO2.

XYZ file:
```
19
C5H11NO2 ωB97M-V/def2-TZVPD
H -1.54 1.42 0.84
H 2.52 -1.25 -0.32
C -0.71 -0.83 1.28
H 1.15 2.69 0.26
N 1.54 -1.47 -0.60
C 1.24 0.89 0.01
H 1.30 -2.31 -1.22
H 0.81 0.06 -1.72
O 0.51 2.16 -0.18
H -1.41 -1.39 -0.76
O 2.24 0.64 0.85
H -1.82 -0.84 1.71
H -2.67 0.38 -0.47
C -1.58 0.84 -0.42
H -0.29 -1.88 1.71
C -0.80 -0.58 -0.22
H -0.05 0.15 1.49
C 0.73 -0.34 -0.71
H -1.16 1.65 -1.53
```

- Spin multiplicity: 1
- Orbital gap: 9.670 eV

=====

Which structure loses on stability? 1 does.

=====

1 | Density functional theory data (ωB97M-V/def2-TZVPD) for the molecule C5H11NO2.

XYZ file:
```
19
C5H11NO2 ωB97M-V/def2-TZVPD
O 0.42 -0.10 2.99
N 0.41 0.58 -1.73
C -0.29 -0.06 1.99
H -2.33 -0.65 1.61
H 0.18 -1.47 0.43
C 0.98 -0.66 -2.26
C -0.39 0.45 -0.41
H 1.83 -1.02 -1.67
H 2.30 1.07 -1.50
C -1.78 0.13 2.14
H 0.23 -1.45 -2.29
H 1.39 -0.15 0.68
H -1.35 -0.01 -0.68
H -2.07 1.12 1.77
O 1.46 1.56 -1.54
H -2.05 0.08 3.20
H -0.58 1.47 -0.07
H 1.33 -0.49 -3.28
C 0.32 -0.40 0.62
```

- Spin multiplicity: 1
- Orbital gap: 9.438 eV
- SMILES: CC(=O)CCN(C)O

=====

2 | Density functional theory data (ωB97M-V/def2-TZVPD) for a cluster of 2 separate species, C5H11NO2 in total.

XYZ file:
```
19
C5H11NO2 ωB97M-V/def2-TZVPD
H 1.54 1.62 1.28
H -1.30 -2.06 0.25
H -2.16 0.09 -0.52
C 1.60 1.63 0.19
H -0.52 0.31 2.07
O 0.18 0.60 -1.46
C -0.89 -1.67 1.18
O 1.66 -0.74 -0.28
H -1.47 -2.06 2.01
H 0.34 -1.33 -1.81
H 2.64 1.75 -0.10
C -1.60 0.56 0.28
H 1.02 2.47 -0.18
H 0.13 -2.05 1.28
C -0.88 -0.17 1.17
C 1.09 0.32 -0.33
N -0.09 -0.53 -2.29
H -1.72 1.63 0.39
H 0.43 -0.37 -3.15
```

- Spin multiplicity: 1
- Orbital gap: 9.752 eV
- SMILES: CC(=O)ON.C=CC

=====

Which structure loses on stability? 2 does.